Molecular formula: C44H72BIrN4O4
Method: DFT, ωB97M-V/def2-TZVPD

```
! RIJCOSX wB97M-V def2-TZVPD def2/J DEFGRID3
* xyz 0 1
Ir -0.865 -0.594 -0.062
C -2.312 -3.212 -1.542
N -1.699 -1.917 -1.858
C -2.599 -1.234 -2.795
C -0.386 -2.200 -2.479
C 0.389 -0.926 -2.657
N 0.703 -0.309 -1.357
C 1.957 -0.864 -0.817
C 2.370 -0.502 0.583
C 3.697 -0.817 0.888
C 4.186 -0.729 2.173
C 3.288 -0.317 3.159
C 1.969 0.027 2.912
C 1.503 -0.063 1.575
O 0.240 0.311 1.295
C 1.048 0.405 4.084
C -0.031 -0.676 4.220
C 1.813 0.483 5.406
C 0.376 1.764 3.875
C 5.617 -1.100 2.559
C 6.297 0.092 3.248
C 5.592 -2.291 3.527
C 6.454 -1.489 1.341
C 0.863 1.181 -1.481
C -0.132 1.969 -2.304
C 0.391 2.860 -3.228
C -0.415 3.710 -3.971
C -1.785 3.619 -3.744
C -2.384 2.733 -2.845
C -1.539 1.853 -2.114
O -1.993 0.887 -1.338
C -3.918 2.741 -2.687
C -4.523 1.394 -3.095
C -4.575 3.825 -3.543
C -4.306 3.010 -1.229
C 0.212 4.680 -4.974
C 0.924 3.886 -6.077
C 1.238 5.577 -4.265
C -0.834 5.583 -5.627
H -2.431 -3.805 -2.460
H -3.289 -3.061 -1.089
H -1.683 -3.764 -0.855
H -2.667 -1.809 -3.730
H -2.267 -0.226 -3.003
H -3.586 -1.170 -2.345
H -0.525 -2.667 -3.464
H 0.132 -2.920 -1.842
H -0.244 -0.224 -3.199
H 1.293 -1.063 -3.260
H 2.764 -0.586 -1.508
H 1.865 -1.953 -0.864
H 4.337 -1.155 0.080
H 3.650 -0.257 4.176
H 0.439 -1.649 4.369
H -0.648 -0.722 3.321
H -0.675 -0.466 5.080
H 2.218 -0.485 5.711
H 1.126 0.811 6.189
H 2.634 1.202 5.360
H -0.255 1.746 2.999
H 1.121 2.555 3.752
H -0.235 2.003 4.751
H 5.770 0.386 4.157
H 6.325 0.958 2.583
H 7.324 -0.163 3.523
H 5.040 -2.053 4.439
H 6.609 -2.573 3.813
H 5.113 -3.155 3.061
H 6.493 -0.684 0.604
H 6.063 -2.384 0.851
H 7.477 -1.704 1.655
H 1.853 1.365 -1.910
H 0.892 1.528 -0.447
H 1.469 2.889 -3.356
H -2.431 4.269 -4.312
H -4.264 1.145 -4.127
H -5.614 1.438 -3.018
H -4.161 0.609 -2.438
H -4.418 3.659 -4.611
H -4.211 4.825 -3.294
H -5.652 3.811 -3.363
H -3.942 2.208 -0.592
H -5.396 3.062 -1.137
H -3.890 3.962 -0.888
H 1.720 3.262 -5.664
H 1.372 4.560 -6.813
H 0.220 3.232 -6.596
H 2.063 4.995 -3.850
H 0.769 6.124 -3.444
H 1.660 6.303 -4.965
H -1.555 5.010 -6.215
H -0.339 6.285 -6.302
H -1.384 6.166 -4.885
C 0.950 -5.306 0.806
C 0.510 -4.202 1.763
C 1.440 -4.219 2.964
O 0.683 -2.947 1.085
B -0.549 -2.312 0.861
O -1.571 -3.095 1.401
C -1.029 -4.225 2.117
C -1.763 -5.470 1.641
C -1.329 -3.994 3.591
H 1.996 -5.137 0.546
H 0.374 -5.313 -0.120
H 0.867 -6.292 1.264
H 2.460 -4.052 2.614
H 1.403 -5.184 3.475
H 1.202 -3.438 3.681
H -1.714 -5.578 0.559
H -2.814 -5.400 1.924
H -1.349 -6.370 2.098
H -0.928 -3.040 3.930
H -0.921 -4.790 4.216
H -2.411 -3.969 3.730
C -1.895 2.373 1.175
C -2.638 1.127 1.513
N -2.358 -0.147 1.236
C -3.405 -0.912 1.739
C -4.301 -0.098 2.342
N -3.798 1.171 2.195
H -0.894 2.130 0.849
H -1.826 3.016 2.054
H -2.407 2.911 0.381
H -3.411 -1.977 1.629
H -5.227 -0.299 2.849
H -4.228 2.023 2.510
*
```

Kohn-Sham gap	7.3	eV
energy	-2369.1431	Ha
maximum force	1.976	eV Å⁻¹
energy above the lowest of the compared OMol25 structures with the same formula, charge and spin	0.000	eV

Löwdin population analysis, charges in e, atoms 1 to 5: 1.419, -0.071, -0.298, -0.085, -0.175

Molecular formula: C44H73F15O28
Method: DFT, ωB97M-V/def2-TZVPD

```
! RIJCOSX wB97M-V def2-TZVPD def2/J DEFGRID3
* xyz -1 2
C 7.190 0.082 3.563
C 5.700 0.260 3.955
O 5.231 -1.008 3.519
C 3.910 -1.299 3.782
O 3.074 -0.544 4.225
O 3.663 -2.541 3.226
C 2.288 -3.068 3.308
H 7.517 -0.874 3.971
H 7.783 0.835 4.083
H 7.402 0.162 2.497
H 5.272 0.977 3.255
H 5.658 0.515 5.014
H 1.556 -2.470 3.849
H 2.421 -4.087 3.672
H 1.871 -3.185 2.308
C 7.343 -0.209 -2.994
C 6.659 -0.794 -4.329
O 5.246 -0.587 -4.279
C 4.680 0.559 -4.842
O 5.220 1.392 -5.624
O 3.483 0.716 -4.271
C 2.796 1.922 -4.527
H 8.418 -0.145 -3.164
H 7.204 -0.848 -2.122
H 7.012 0.819 -2.854
H 7.024 -1.807 -4.501
H 7.035 -0.323 -5.237
H 1.719 1.823 -4.392
H 2.807 2.143 -5.595
H 3.063 2.719 -3.833
C -0.602 -0.107 5.991
C -1.451 -0.482 4.769
O -2.834 -0.186 4.896
C -3.633 -1.114 5.198
O -3.440 -2.341 5.098
O -4.768 -0.561 5.604
C -5.881 -1.364 5.844
H -1.110 0.780 6.371
H 0.465 0.027 5.812
H -0.774 -0.858 6.763
H -1.244 -1.539 4.604
H -1.119 0.156 3.949
H -5.701 -2.303 6.367
H -6.360 -1.656 4.910
H -6.648 -0.710 6.261
C -3.673 0.142 0.588
C -2.275 -0.261 1.021
O -1.361 -0.008 -0.012
C -0.049 -0.338 0.044
O 0.494 -0.999 0.966
O 0.456 -0.019 -1.250
C 1.799 -0.218 -1.577
H -3.997 -0.502 -0.229
H -3.833 1.214 0.476
H -4.375 -0.045 1.401
H -2.260 -1.273 1.427
H -1.997 0.383 1.855
H 1.917 -0.848 -2.459
H 2.330 -0.726 -0.772
H 2.377 0.695 -1.714
C -7.086 1.978 0.096
C -8.411 2.718 0.259
O -8.341 3.720 1.273
C -8.976 4.888 1.310
O -9.862 5.261 0.520
O -8.444 5.631 2.199
C -7.551 5.184 3.253
H -6.354 2.672 -0.317
H -7.344 1.181 -0.602
H -6.784 1.607 1.075
H -9.264 2.056 0.409
H -8.532 3.267 -0.674
H -7.398 6.015 3.941
H -6.561 4.975 2.848
H -7.966 4.440 3.933
C -4.939 1.392 -2.829
C -3.484 1.084 -3.201
O -3.187 1.075 -4.565
C -1.835 1.197 -5.022
O -0.827 1.463 -4.341
O -1.770 1.149 -6.436
C -0.538 1.506 -7.054
H -5.007 2.428 -2.498
H -5.113 0.768 -1.952
H -5.698 1.259 -3.599
H -3.301 0.029 -3.000
H -2.808 1.648 -2.558
H -0.703 1.760 -8.101
H 0.240 0.753 -7.178
H -0.185 2.380 -6.506
C -6.821 -6.244 -2.163
C -7.631 -5.502 -1.125
O -7.557 -4.111 -1.479
C -6.566 -3.276 -0.951
O -5.646 -3.604 -0.221
C -7.032 -1.774 -1.011
F -6.532 -1.088 0.000
F -6.507 -1.225 -2.172
F -8.364 -1.679 -0.992
H -5.796 -5.908 -2.323
H -7.352 -6.346 -3.109
H -6.569 -7.256 -1.845
H -7.349 -5.874 -0.140
H -8.671 -5.784 -1.288
C 3.257 -4.506 -3.413
C 4.074 -4.506 -4.732
O 3.288 -3.687 -5.575
C 3.805 -3.184 -6.742
O 4.911 -3.428 -7.163
C 2.757 -2.382 -7.595
F 3.273 -2.182 -8.781
F 1.661 -3.046 -7.800
F 2.631 -1.227 -6.942
H 2.902 -3.496 -3.208
H 3.821 -4.833 -2.540
H 2.393 -5.164 -3.512
H 4.301 -5.505 -5.105
H 5.045 -4.018 -4.640
C 5.063 2.713 -0.458
C 5.349 4.255 -0.465
O 6.720 4.610 -0.475
C 7.481 4.468 0.626
O 6.977 4.007 1.693
C 8.950 4.840 0.588
F 9.333 5.372 1.728
F 9.615 3.760 0.336
F 9.097 5.680 -0.354
H 5.782 2.092 -0.993
H 4.009 2.573 -0.698
H 5.072 2.243 0.525
H 4.837 4.798 0.330
H 4.989 4.785 -1.347
C -3.363 4.557 1.775
C -2.945 4.701 3.277
O -3.925 4.296 4.209
C -4.375 3.016 4.316
O -3.860 2.022 3.779
C -5.612 2.829 5.286
F -6.727 2.173 4.843
F -5.198 2.470 6.481
F -6.101 4.010 5.572
H -4.405 4.869 1.711
H -3.450 3.512 1.477
H -2.718 5.092 1.078
H -2.672 5.743 3.440
H -2.049 4.115 3.482
C 6.083 -5.013 3.135
C 6.370 -4.861 1.602
O 5.638 -3.825 0.948
C 6.062 -2.675 0.669
O 7.198 -2.253 0.793
C 4.927 -1.806 0.104
F 5.256 -0.554 0.511
F 4.968 -1.861 -1.230
F 3.692 -2.019 0.561
H 6.488 -4.076 3.518
H 6.599 -5.873 3.561
H 5.033 -5.007 3.429
H 5.964 -5.709 1.050
H 7.458 -4.795 1.606
*
```

Kohn-Sham gap (spin up / spin down)	1.7 / 6.7	eV
energy	-5324.9507	Ha
maximum force	7.048	eV Å⁻¹
⟨S²⟩	0.753

Löwdin population analysis, charges in e, atoms 1 to 5: -0.062, -0.195, -0.029, -0.506, 0.122

Molecular formula: C44H76Cl6O33
Method: DFT, ωB97M-V/def2-TZVPD

```
! RIJCOSX wB97M-V def2-TZVPD def2/J DEFGRID3
* xyz 0 1
Cl 14.938 -13.873 -5.572
C 14.817 -12.252 -6.420
C 15.115 -11.088 -5.461
Cl 16.655 -11.041 -4.638
H 13.949 -12.219 -7.079
H 15.650 -12.301 -7.122
H 14.316 -11.018 -4.724
H 14.993 -10.185 -6.060
Cl 14.870 -2.164 -7.712
C 13.706 -1.567 -8.957
C 14.452 -0.452 -9.771
Cl 14.791 0.898 -8.597
H 12.797 -1.260 -8.439
H 13.408 -2.402 -9.590
H 13.938 0.016 -10.610
H 15.371 -0.771 -10.265
Cl 18.491 -1.413 -2.142
C 17.042 -2.396 -2.473
C 17.496 -3.784 -3.109
Cl 18.580 -3.724 -4.489
H 16.297 -1.854 -3.056
H 16.592 -2.479 -1.484
H 16.619 -4.388 -3.340
H 18.044 -4.458 -2.450
C 14.078 -5.413 -12.153
C 13.495 -4.004 -12.291
O 14.473 -3.267 -11.615
C 15.525 -3.992 -11.252
O 16.491 -3.599 -10.634
O 15.290 -5.261 -11.578
H 14.181 -5.756 -13.183
H 13.471 -6.105 -11.570
H 12.605 -3.876 -11.674
H 13.273 -3.646 -13.296
C 12.696 -4.042 -4.064
C 13.715 -2.992 -4.421
O 13.872 -2.337 -3.193
C 13.146 -2.930 -2.229
O 13.087 -2.496 -1.101
O 12.493 -3.981 -2.664
H 13.093 -5.035 -4.272
H 11.783 -3.804 -4.610
H 13.279 -2.372 -5.205
H 14.601 -3.508 -4.789
C 23.168 -11.911 -5.391
C 22.293 -11.501 -4.216
O 21.046 -11.362 -4.780
C 21.084 -11.559 -6.105
O 20.100 -11.532 -6.872
O 22.334 -11.840 -6.499
H 23.474 -12.920 -5.111
H 23.999 -11.217 -5.522
H 22.625 -10.539 -3.824
H 22.371 -12.317 -3.498
C 19.623 -5.273 -10.078
C 19.840 -5.455 -11.568
O 20.494 -6.703 -11.735
C 20.779 -7.214 -10.477
O 21.422 -8.252 -10.295
O 20.382 -6.352 -9.538
H 18.660 -5.424 -9.591
H 19.992 -4.287 -9.794
H 20.471 -4.636 -11.913
H 18.905 -5.396 -12.126
C 15.900 -8.345 -2.590
C 14.432 -8.143 -2.729
O 14.224 -6.800 -2.366
C 15.337 -6.359 -1.757
O 15.403 -5.319 -1.170
O 16.362 -7.242 -1.866
H 16.496 -8.183 -3.488
H 16.202 -9.310 -2.182
H 13.991 -8.790 -1.970
H 14.002 -8.216 -3.728
C 21.889 -4.522 -7.280
C 22.921 -3.650 -6.507
O 22.855 -2.407 -7.212
C 21.636 -2.324 -7.730
O 21.175 -1.310 -8.149
O 21.044 -3.525 -7.868
H 21.273 -4.994 -6.515
H 22.408 -5.184 -7.974
H 23.883 -4.158 -6.574
H 22.566 -3.637 -5.477
C 19.582 -8.554 -2.711
C 19.806 -7.087 -3.069
O 20.637 -6.864 -4.214
C 21.968 -7.029 -4.181
O 22.709 -7.077 -3.156
O 22.409 -7.288 -5.414
C 23.768 -7.577 -5.734
H 20.485 -9.105 -2.448
H 19.131 -8.970 -3.612
H 18.976 -8.501 -1.807
H 20.252 -6.439 -2.315
H 18.807 -6.726 -3.314
H 23.923 -8.056 -6.701
H 24.102 -8.354 -5.046
H 24.405 -6.702 -5.614
C 14.826 -10.451 -10.274
C 13.337 -10.563 -10.638
O 13.174 -10.004 -11.913
C 12.441 -10.651 -12.910
O 11.680 -11.614 -12.676
O 12.529 -9.930 -14.058
C 13.229 -8.727 -14.216
H 15.365 -10.866 -11.126
H 15.025 -10.935 -9.318
H 15.197 -9.427 -10.309
H 12.831 -9.955 -9.888
H 13.027 -11.605 -10.555
H 13.717 -8.304 -13.338
H 12.523 -8.007 -14.629
H 14.093 -8.874 -14.865
C 17.505 -8.842 -8.196
C 18.027 -8.476 -6.771
O 17.133 -7.769 -5.789
C 16.769 -6.468 -5.980
O 15.858 -5.887 -5.301
O 17.513 -5.910 -7.037
C 17.313 -4.584 -7.409
H 17.389 -7.929 -8.779
H 16.607 -9.459 -8.165
H 18.176 -9.501 -8.748
H 18.987 -7.961 -6.782
H 18.166 -9.450 -6.303
H 17.060 -4.015 -6.515
H 16.473 -4.360 -8.066
H 18.163 -4.079 -7.868
C 18.416 -10.142 -11.447
C 17.873 -10.242 -12.862
O 18.072 -9.028 -13.621
C 17.235 -8.001 -13.389
O 16.213 -8.036 -12.687
O 17.741 -7.017 -14.112
C 17.119 -5.740 -14.214
H 18.147 -9.212 -10.945
H 19.504 -10.097 -11.489
H 17.992 -10.968 -10.877
H 16.821 -10.523 -12.838
H 18.535 -10.977 -13.319
H 17.142 -5.096 -13.334
H 16.107 -6.043 -14.482
H 17.598 -5.164 -15.005
C 14.237 -7.129 -8.534
C 13.433 -6.112 -7.827
O 12.489 -5.506 -8.672
C 11.772 -4.532 -8.204
O 11.665 -4.268 -7.010
O 11.032 -4.096 -9.249
C 9.939 -3.248 -9.036
H 14.899 -6.644 -9.252
H 13.610 -7.747 -9.176
H 14.743 -7.824 -7.864
H 14.132 -5.442 -7.327
H 12.913 -6.578 -6.990
H 9.290 -3.706 -8.290
H 9.454 -3.095 -10.000
H 10.221 -2.272 -8.641
*
```

Kohn-Sham gap	10.0	eV
energy	-6966.2100	Ha
maximum force	5.212	eV Å⁻¹

Löwdin population analysis, charges in e, atoms 1 to 5: 0.502, -0.598, -0.680, 0.656, 0.073